DFT (the ωB97M-V functional and the def2-TZVPD basis) results for a 2-piece molecular cluster, C3HCl3O overall in a non-equilibrium geometry.

Geometry as XYZ:
```
8
Properties=species:S:1:pos:R:3:forces:R:3
C -1.6032 0.3788 -0.8076 -3.43 1.66 0.23
C 0.5442 -0.2527 0.2276 -0.03 -0.07 -0.44
C -0.3944 -0.1922 -0.7950 2.27 -1.18 -0.65
O -2.6539 0.8363 -0.9140 2.39 -1.00 0.33
Cl 2.0246 -0.9921 0.0099 -0.83 0.42 0.21
Cl -0.0791 -0.8807 -2.3838 -0.18 0.19 0.37
Cl 1.7951 0.9072 3.4655 -0.42 -0.23 -0.81
H 0.3667 0.1954 1.1973 0.22 0.19 0.76
```
Positions in Å, forces in eV/Å.

The value obtained for the LUMO energy (spin up / spin down) is -3.6 / -3.6 eV. The net charge is 0. The energy above the lowest of the compared OMol25 structures with the same formula, charge and spin comes out at 3.625 eV. For the orbital gap (spin up / spin down), the calculation gives 3.729 / 3.674 eV.


DFT (the ωB97M-V functional and the def2-TZVPD basis) results for a 3-piece molecular cluster, C16H37N2O10PSi overall in a non-equilibrium geometry.

Geometry as XYZ:
```
67
Properties=species:S:1:pos:R:3:forces:R:3
C -3.0392 -1.2781 -1.1976 -1.00 -0.39 -0.01
C -3.9675 -1.7828 0.0420 0.46 -1.57 -1.58
O -3.4467 -1.3974 1.3393 -0.89 2.27 -0.35
C -3.8085 -0.0656 1.6836 -3.17 1.99 1.65
O -4.8900 0.2109 2.2722 4.04 -1.80 -2.37
C -2.8410 1.1973 1.3937 1.09 -1.12 1.26
C -1.2890 0.7302 1.3976 0.18 0.47 -1.12
C -0.4208 1.6019 0.3109 -1.17 -0.20 0.97
Si 1.0515 0.4890 -0.2071 -0.07 1.33 2.06
C 2.6320 1.2087 0.6132 1.17 -0.03 0.96
C 3.3693 0.0584 1.5177 -1.17 0.66 -0.59
C 2.4233 -0.3326 2.7552 0.48 -1.20 0.26
C 3.2182 -0.9902 4.0016 -0.76 0.49 0.63
N 3.6218 0.1095 4.9634 -0.02 -0.18 -1.39
P 1.2256 0.1351 -2.3819 1.70 0.38 -3.15
N 2.5803 0.7377 -3.0237 -1.85 -0.52 1.61
O 1.2678 -1.5508 -2.6429 -0.65 1.81 0.96
O -0.1437 0.7713 -3.2153 1.44 -1.65 1.73
H -3.5104 -0.3464 -1.6631 0.98 -1.05 0.67
H -3.0830 -2.1002 -2.0075 0.18 1.33 1.27
H -1.9480 -1.1266 -0.8782 -1.66 -0.18 -0.43
H -3.9080 -2.9351 0.0041 -0.06 1.86 0.44
H -5.0750 -1.5272 -0.1080 1.65 0.00 0.41
H -3.1260 1.7711 0.4529 0.26 -1.09 1.08
H -2.9970 1.9080 2.2874 -0.01 -1.15 -1.51
H -0.8062 0.8622 2.4318 -0.86 -0.32 -1.50
H -1.1639 -0.3597 1.0679 -0.64 1.49 0.86
H -0.0828 2.5503 0.8701 -0.45 -1.23 -1.41
H -1.1201 1.8392 -0.5692 1.06 0.00 1.31
H 0.8543 -0.8479 0.4081 -0.04 -0.07 -0.31
H 3.3721 1.6501 -0.1334 -0.92 -0.58 0.94
H 2.3809 2.0467 1.3692 0.10 -1.14 -1.43
H 4.3767 0.5040 1.8159 -1.26 -0.97 -0.19
H 3.4664 -0.8560 0.8434 0.40 1.07 1.07
H 1.6605 -1.1333 2.4190 0.98 1.56 0.35
H 1.8876 0.5936 3.1781 0.62 -1.38 -0.79
H 4.1439 -1.5815 3.7016 -1.22 0.84 0.23
H 2.5412 -1.6883 4.6244 0.95 0.96 -1.28
H 2.7558 0.6285 5.2060 0.85 -0.41 -0.20
H 4.1864 0.7502 4.3695 -0.46 -0.26 0.87
H 3.0974 1.2150 -2.2691 -0.26 -0.11 -0.59
H 1.8998 -1.8874 -1.9606 -0.53 0.31 -0.90
H -0.8962 0.8941 -2.5966 0.51 -0.32 -0.48
C -1.0929 -7.3877 1.7552 0.07 -0.35 0.30
O -1.5431 -6.3251 0.9165 0.21 0.26 -0.31
C -0.5922 -5.8130 0.1182 -0.13 -0.02 0.05
O 0.5580 -6.1723 0.0651 -0.42 0.17 0.02
O -1.1465 -4.8300 -0.6110 0.04 -0.28 0.28
C -0.2443 -4.1900 -1.5124 0.14 0.22 -0.35
H -1.9412 -7.7221 2.3532 -0.05 0.24 -0.20
H -0.7398 -8.2291 1.1552 0.11 0.16 0.06
H -0.3091 -7.0394 2.4313 0.02 -0.07 -0.19
H 0.1426 -4.9038 -2.2429 0.09 0.05 0.18
H 0.5732 -3.7150 -0.9656 -0.03 -0.20 -0.03
H -0.7967 -3.4165 -2.0461 -0.10 -0.15 0.21
C 1.0608 3.7575 -3.4649 0.25 -0.41 0.00
O 0.5375 5.0307 -3.8462 -0.26 0.49 0.38
C 0.0569 5.7551 -2.8246 0.10 -0.08 -0.33
O 0.0373 5.4203 -1.6641 -0.04 0.13 -0.34
O -0.3997 6.9187 -3.3176 0.14 -0.35 0.10
C -0.9447 7.7967 -2.3347 -0.17 0.31 0.23
H 1.4203 3.2594 -4.3650 -0.13 0.21 0.03
H 1.9017 3.8766 -2.7780 -0.17 0.00 0.02
H 0.2813 3.1397 -3.0179 0.15 0.17 0.03
H -0.1838 8.0754 -1.6024 -0.12 -0.16 0.01
H -1.8048 7.3377 -1.8422 0.19 -0.01 0.06
H -1.2804 8.7002 -2.8446 0.13 -0.22 -0.18
```
Positions in Å, forces in eV/Å.

The value obtained for the LUMO energy is 0.2 eV. The SMILES is CCOC(=O)CCC[Si@H](CCCCN)P(=N)(O)O.COC(=O)OC.COC(=O)OC. The net charge is 0. For the orbital gap, the calculation gives 9.500 eV.


DFT (the ωB97M-V functional and the def2-TZVPD basis) results for C32H42F3GeN5O5SSeSiW as an isolated structure in a non-equilibrium geometry.

Geometry as XYZ:
```
92
Properties=species:S:1:pos:R:3:forces:R:3
W 0.3194 -0.9212 0.2063 1.60 0.24 1.53
O 6.6028 -4.2505 4.1334 0.00 -0.03 0.02
C 6.4031 -3.8301 2.8526 -0.10 0.13 -0.02
O 7.1958 -4.1664 2.0121 0.06 -0.04 -0.04
C 5.2196 -2.9700 2.6031 0.16 -0.08 -0.08
C 4.9891 -2.5381 1.2948 0.01 -0.09 0.03
C 3.9126 -1.7342 0.9878 0.02 -0.07 -0.12
C 3.0386 -1.3042 1.9925 -0.41 0.31 -0.21
C 3.2561 -1.7478 3.3015 0.10 -0.09 0.22
C 4.3254 -2.5707 3.5970 -0.18 0.11 0.03
N 1.9639 -0.4774 1.6897 -0.40 -0.73 -0.80
C 1.7038 0.5131 2.5432 -0.77 1.22 0.25
C 0.6159 1.3475 2.2753 1.20 -0.76 0.53
C 0.3009 2.5273 2.9983 -0.36 0.44 -0.01
C -0.6209 3.3962 2.4991 0.39 -0.08 0.53
C -1.2304 3.1089 1.2514 -0.10 -0.48 -0.56
C -0.9536 1.9159 0.6444 -0.37 0.80 -0.09
N -0.1040 1.0010 1.1630 0.07 -1.38 -0.77
H 5.8897 -3.9186 4.6897 -0.01 -0.01 -0.01
H 5.6748 -2.8553 0.5208 0.01 -0.01 0.01
H 3.7351 -1.4085 -0.0272 0.03 0.02 0.03
H 2.5455 -1.4811 4.0734 0.03 0.02 -0.02
H 4.4170 -2.9012 4.6278 0.00 -0.01 0.00
H 2.3648 0.7215 3.3787 0.02 0.01 -0.05
H 0.8256 2.7208 3.9258 -0.01 0.01 0.01
H -0.8721 4.3028 3.0357 0.00 0.01 0.02
H -1.9247 3.7920 0.7830 0.00 0.00 -0.02
H -1.4192 1.6535 -0.2996 -0.01 0.04 -0.01
Se -2.6209 1.8402 -3.4149 -0.15 0.02 0.12
C -2.7402 3.3944 -4.4618 0.06 0.00 -0.20
C -3.1001 3.3662 -5.8212 0.01 0.02 0.05
C -3.1804 4.5363 -6.5507 0.00 0.01 -0.01
N -2.9328 5.7574 -6.0651 0.00 -0.03 0.01
C -2.5851 5.7875 -4.7745 0.00 0.03 -0.02
C -2.4776 4.6780 -3.9575 0.01 -0.03 0.05
H -3.3187 2.4176 -6.2957 0.00 0.00 0.00
H -3.4628 4.4924 -7.6003 0.00 0.01 0.00
H -2.3758 6.7728 -4.3648 0.00 0.00 0.00
H -2.1864 4.7962 -2.9213 0.00 0.00 0.00
N -0.7624 -1.4265 -1.5314 -0.20 0.60 -0.51
C -1.3741 -1.6942 -2.4693 0.01 -0.36 -0.04
N -2.1104 -2.2461 -3.4146 0.03 -0.01 0.05
C -2.1364 -3.7137 -3.4430 -0.01 0.00 0.04
C -1.2233 -4.2163 -4.5464 -0.01 0.00 -0.06
O -1.5780 -3.6467 -5.7966 0.01 0.02 0.05
C -1.4331 -2.2273 -5.7582 0.01 -0.01 0.00
C -2.3381 -1.6050 -4.7105 -0.01 0.09 -0.13
H -3.1658 -4.0256 -3.6374 0.00 0.00 0.00
H -1.8259 -4.0916 -2.4684 -0.01 -0.01 -0.03
H -1.3137 -5.2975 -4.6546 0.01 0.00 0.01
H -0.1815 -3.9706 -4.3011 0.00 0.01 0.00
H -1.6939 -1.8575 -6.7496 -0.01 -0.01 0.01
H -0.3876 -1.9705 -5.5519 -0.02 -0.02 -0.02
H -3.3834 -1.7844 -4.9758 0.00 0.05 0.01
H -2.1897 -0.5225 -4.6132 -0.07 -0.14 -0.03
S 1.1699 -2.9415 -0.0033 -0.32 0.48 0.03
C -3.4598 -0.1962 -0.5559 0.02 0.03 -0.02
Si -2.2895 -1.0693 0.6496 0.04 -0.04 0.28
C -2.8430 -2.8703 0.4657 0.01 0.00 0.02
C -2.8608 -0.4178 2.3432 -0.02 0.07 -0.04
H -4.4667 -0.4215 -0.1816 0.01 0.03 -0.03
H -3.4047 -0.5677 -1.5799 -0.06 -0.01 0.01
H -3.3647 0.8872 -0.6118 -0.03 0.01 0.04
H -3.8755 -2.9644 0.8238 0.03 0.01 -0.01
H -2.2077 -3.5574 1.0207 0.01 -0.01 0.03
H -2.8384 -3.1505 -0.5912 0.00 -0.02 -0.01
H -3.4665 -1.1757 2.8494 0.01 -0.01 0.01
H -3.4837 0.4698 2.1977 0.00 -0.02 0.01
H -2.0345 -0.1505 3.0009 -0.02 0.02 -0.06
F 0.0790 -1.0281 4.9539 -0.04 -0.07 -0.02
C -0.3513 -2.2730 4.6703 0.03 0.11 0.03
F -1.5181 -2.4331 5.3293 -0.02 -0.02 0.00
F 0.5355 -3.1171 5.2468 0.00 -0.03 -0.01
C -0.5122 -2.5744 3.1397 0.29 0.11 0.16
O -0.8781 -3.7100 2.8905 -0.09 -0.09 -0.10
O -0.2129 -1.5842 2.4232 -0.48 -0.20 -0.08
C 3.3002 1.5828 -3.3175 -0.02 0.02 -0.02
Ge 1.3884 1.3136 -2.8491 0.15 0.11 -0.01
C 0.6654 0.3631 -4.4106 -0.08 -0.03 0.06
C 0.7014 3.1352 -2.6310 -0.09 -0.05 0.04
C 1.4961 0.2605 -1.2123 0.05 -0.12 0.02
H 3.4002 2.2141 -4.2049 0.00 -0.01 0.00
H 3.7826 0.6239 -3.5200 0.00 -0.01 0.00
H 3.8327 2.0628 -2.4931 -0.02 0.00 0.00
H 0.0710 1.0282 -5.0362 0.01 0.02 -0.02
H 0.0148 -0.4417 -4.0749 0.09 0.06 -0.03
H 1.4899 -0.0626 -4.9883 -0.02 -0.01 0.00
H 0.3144 3.5146 -3.5780 0.03 -0.01 -0.01
H 1.5144 3.7799 -2.2878 -0.02 0.00 0.02
H -0.1149 3.1643 -1.9118 0.00 0.02 0.01
H 2.0657 0.9340 -0.5530 -0.09 -0.02 -0.03
H 2.2319 -0.4994 -1.5137 -0.01 -0.03 -0.03
```
Positions in Å, forces in eV/Å.

The value obtained for the LUMO energy (spin up / spin down) is 4.0 / 4.0 eV. The net charge is -2. The energy above the lowest of the compared OMol25 structures with the same formula, charge and spin comes out at 0.414 eV. For the orbital gap (spin up / spin down), the calculation gives 4.893 / 4.892 eV.


DFT (the ωB97M-V functional and the def2-TZVPD basis) results for C16H12Cl2CrNO6S as an isolated structure.

Geometry as XYZ:
```
39
Properties=species:S:1:pos:R:3:forces:R:3
Cr 1.2892 0.7026 -1.1720 0.05 0.14 -0.19
C -4.8480 1.7702 2.4979 0.00 -0.01 -0.01
C -3.4063 1.4125 2.2462 -0.05 0.03 0.00
C -2.9160 1.2864 0.9502 0.00 0.00 -0.02
C -1.5848 0.9816 0.7140 0.00 -0.01 0.04
C -0.7212 0.7948 1.7868 -0.13 0.03 0.05
C -1.1931 0.9180 3.0868 -0.05 0.01 -0.06
C -2.5284 1.2214 3.3079 0.02 0.00 0.04
S 1.0008 0.4285 1.5157 -0.16 -0.39 -0.07
O 1.0410 -0.7469 0.6093 0.03 0.19 0.13
O 1.5550 0.2625 2.8320 0.10 -0.07 0.01
N 1.6035 1.5406 0.6155 0.13 0.58 0.15
C 1.2896 2.9609 0.6962 -0.20 -0.19 -0.01
C 1.0272 3.4979 -0.7248 0.69 -0.06 -0.34
O 0.9785 4.7054 -0.8881 -0.29 0.03 0.03
O 0.9528 2.6030 -1.6657 -0.20 0.01 0.23
H -5.4342 1.7128 1.5810 0.01 -0.01 0.00
H -4.9382 2.7876 2.8849 0.03 0.00 0.00
H -5.3002 1.1019 3.2328 0.02 -0.01 -0.01
H -3.5840 1.4342 0.1092 0.01 0.00 0.01
H -1.2338 0.8932 -0.3076 0.04 -0.01 0.01
H -0.5068 0.7702 3.9088 0.00 0.00 -0.01
H -2.8943 1.3139 4.3252 0.01 0.00 -0.02
H 2.0945 3.5391 1.1494 0.03 0.00 -0.05
H 0.3796 3.1641 1.2699 -0.01 -0.04 0.11
Cl 2.1169 -6.3212 -2.7082 0.03 0.17 0.02
C 2.2410 -4.5771 -2.5713 0.16 -0.04 0.00
C 3.5149 -3.9884 -2.4399 0.04 -0.33 -0.02
C 3.6521 -2.6398 -2.3421 -0.15 0.33 -0.03
Cl 5.2359 -1.9454 -2.1801 -0.13 -0.02 -0.02
C 2.5182 -1.7369 -2.3750 0.24 -0.22 -0.15
O 2.6612 -0.4857 -2.3314 0.08 -0.02 0.21
C 1.2511 -2.3914 -2.4905 -0.48 0.13 0.09
C 0.0177 -1.6442 -2.4797 0.32 -0.22 -0.15
O -0.1142 -0.4273 -2.3426 -0.17 0.02 0.02
C 1.1331 -3.7909 -2.5897 -0.05 -0.09 -0.02
H 4.3952 -4.6176 -2.4157 -0.02 0.01 0.00
H -0.8948 -2.2521 -2.6184 0.03 0.03 0.00
H 0.1493 -4.2384 -2.6768 0.00 0.04 0.00
```
Positions in Å, forces in eV/Å.

The value obtained for the LUMO energy (spin up / spin down) is 2.5 / 2.4 eV. Its spin multiplicity is 5. The net charge is -1. The energy above the lowest of the compared OMol25 structures with the same formula, charge and spin comes out at 0.038 eV. For the orbital gap (spin up / spin down), the calculation gives 7.016 / 7.945 eV.


DFT (the ωB97M-V functional and the def2-TZVPD basis) results for C39H35ClGaN2Si2 as an isolated structure in a non-equilibrium geometry.

Geometry as XYZ:
```
80
Properties=species:S:1:pos:R:3:forces:R:3
C -2.7278 -1.2184 4.7671 -0.17 0.96 -1.43
C -2.8470 -0.4167 3.6237 0.22 -0.93 0.76
C -2.0590 -1.0389 2.5520 1.15 0.90 -0.20
H -3.5258 0.4226 3.4861 0.36 -0.12 0.11
C -1.4984 -2.2785 3.1340 -0.49 -0.53 1.12
C -1.8961 -2.3435 4.4751 0.63 -0.31 -1.50
H -1.6648 -3.1654 5.1562 -0.04 0.39 -0.23
H -3.2419 -1.0602 5.7046 0.05 0.08 -0.04
H -2.3250 -0.9382 1.4900 -0.02 -0.26 0.46
H -0.9962 -3.0617 2.5596 -0.11 0.39 0.24
Ga -0.0033 -0.2185 2.5722 0.14 -0.15 1.90
Si -1.1258 -0.6921 -3.2304 -0.51 -0.42 -2.32
C -0.7265 0.8344 -4.2669 0.01 0.23 0.22
C 0.5175 0.9370 -4.9146 0.31 0.69 -0.01
H 1.2778 0.1536 -4.8266 -0.43 0.14 -0.07
C 0.8556 2.0961 -5.6341 0.07 -0.29 0.27
H 1.8534 2.1883 -6.0686 -0.32 -0.08 0.07
C -0.0498 3.1479 -5.7439 -0.05 0.02 0.00
H 0.2420 4.0779 -6.2491 -0.19 -0.48 0.15
C -1.3238 3.0110 -5.1930 -0.10 -0.04 0.11
H -2.0446 3.8266 -5.2933 0.18 -0.32 0.01
C -1.6648 1.8590 -4.4726 0.39 0.38 0.08
H -2.6576 1.7935 -4.0288 0.19 -0.03 -0.04
C -0.5577 -2.0075 -4.4768 0.32 -0.33 -0.05
C -0.9036 -1.9012 -5.8488 0.22 -0.04 0.12
H -1.6544 -1.1805 -6.1855 0.19 -0.18 0.24
C -0.2501 -2.6540 -6.8283 0.06 -0.09 0.27
H -0.5113 -2.5414 -7.8820 -0.01 0.03 0.34
C 0.7754 -3.5365 -6.4686 -0.03 0.12 0.51
H 1.3319 -4.0952 -7.2244 -0.25 0.18 0.21
C 1.1018 -3.6815 -5.1165 -0.05 -0.04 -0.08
H 1.9051 -4.3600 -4.8153 -0.29 0.19 -0.14
C 0.4298 -2.9417 -4.1330 0.15 0.02 -0.29
H 0.7336 -3.0654 -3.0891 -0.11 0.04 -0.33
H -2.6079 -0.7498 -3.1248 0.03 0.09 0.28
Si 1.9076 0.9068 -1.9101 -2.33 -0.64 -0.20
C 1.0556 -0.6892 -1.4601 -0.25 0.15 0.68
C -0.4490 -0.8519 -1.4611 0.15 0.29 -1.25
H -1.0262 0.0329 -1.1293 0.33 -0.33 0.26
C -1.0169 -2.1163 -0.9480 0.19 -0.72 1.00
H -2.0917 -2.3113 -1.1071 0.60 0.14 0.28
C -0.2140 -3.0236 -0.2920 -1.60 0.31 -0.28
H -0.6708 -3.8894 0.2071 0.22 0.24 -0.47
C 1.1815 -2.8606 -0.2844 1.11 0.35 -0.08
H 1.8051 -3.6197 0.2040 -0.18 0.39 -0.29
C 1.7757 -1.7659 -0.9339 0.20 -0.58 -0.04
H 2.8633 -1.7570 -1.0179 -0.17 0.11 0.21
C 0.6671 2.2269 -1.3692 -0.44 0.58 0.04
C -0.2738 2.0062 -0.3337 -0.29 0.22 -0.32
H -0.2021 1.1118 0.2953 0.01 0.39 -0.48
C -1.3568 2.8648 -0.1177 0.53 0.08 -0.05
H -2.1178 2.5929 0.6279 0.32 0.29 -0.29
C -1.4378 4.0541 -0.8525 0.13 0.20 -0.20
H -2.2318 4.7799 -0.6478 0.21 -0.37 -0.17
C -0.4741 4.3442 -1.8301 0.19 -0.24 0.36
H -0.5171 5.2745 -2.4013 -0.09 -0.29 0.23
C 0.5666 3.4366 -2.0829 -0.53 -0.30 0.20
H 1.2841 3.6320 -2.8816 -0.25 0.06 0.15
H 3.0544 1.1011 -1.1426 1.81 -0.05 0.88
Cl 1.8922 0.4114 1.6460 -0.72 -0.25 0.20
C -0.5941 3.4167 5.0338 0.07 -0.53 -0.14
C 0.2596 3.2198 6.1236 -0.18 0.02 -0.50
C 0.9031 1.9988 6.2461 0.18 -0.45 -0.33
C 0.7636 1.0344 5.2383 -0.72 1.36 -0.68
N -0.0092 1.2719 4.1355 -0.38 -0.04 0.75
C -0.7464 2.4017 4.0832 0.70 -0.14 0.52
C 1.4624 -0.2445 5.2696 0.78 -1.22 -0.39
C 2.3502 -0.5898 6.3012 -0.24 0.14 -0.56
C 3.0513 -1.7878 6.2230 -0.29 0.08 -0.46
C 2.7779 -2.6467 5.1554 -0.22 0.18 -0.10
C 1.8436 -2.2704 4.1881 0.07 0.54 0.36
N 1.2453 -1.0656 4.2086 -0.22 -0.17 0.75
H -1.1362 4.3381 4.8957 -0.08 0.07 0.08
H 0.4371 4.0112 6.8515 -0.17 -0.24 -0.17
H 1.5633 1.7903 7.0880 -0.35 0.21 -0.24
H -1.4643 2.4809 3.2684 0.33 0.09 0.04
H 2.5143 0.1135 7.1127 0.06 -0.35 -0.14
H 3.8062 -2.0250 6.9665 -0.19 -0.09 -0.09
H 3.2786 -3.6011 5.0508 -0.04 0.07 0.08
H 1.5595 -2.9388 3.3773 0.19 0.20 0.07
```
Positions in Å, forces in eV/Å.

The value obtained for the LUMO energy (spin up / spin down) is -3.9 / -3.9 eV. The net charge is +1. The energy above the lowest of the compared OMol25 structures with the same formula, charge and spin comes out at 1.459 eV. For the orbital gap (spin up / spin down), the calculation gives 5.186 / 4.847 eV.